Entry from the OMol25 dataset: a molecular structure, C48H57ClN10S2Y (wB97M-V/def2-TZVPD).

Geometry as XYZ:
```
119
Properties=species:S:1:pos:R:3:forces:R:3:lowdin_charge:R:1
Y -0.100 0.629 0.668 -0.06 0.01 0.08 1.38
N 2.478 0.994 0.109 0.06 -0.02 -0.08 -0.03
C 2.779 2.392 -0.241 -0.06 0.03 0.04 -0.24
C 2.364 3.266 0.927 -0.02 -0.09 -0.01 -0.23
N 0.947 3.026 1.221 0.13 -0.07 0.08 -0.06
H 2.980 0.760 0.962 0.04 0.00 -0.01 0.04
H 2.825 0.352 -0.599 0.01 0.05 -0.01 0.07
H 2.189 2.670 -1.117 -0.01 -0.01 -0.01 0.11
H 3.832 2.554 -0.482 0.02 -0.02 0.00 0.12
H 2.580 4.312 0.703 0.00 0.04 0.00 0.12
H 2.953 2.997 1.809 -0.01 -0.03 0.00 0.11
H 0.345 3.584 0.623 0.01 -0.01 0.00 0.07
H 0.735 3.276 2.182 -0.04 0.06 -0.02 0.01
N 3.557 -2.506 1.327 -0.12 0.01 0.00 0.12
C 3.970 -2.779 2.646 0.07 -0.08 0.01 -0.25
C 4.800 -3.850 2.942 0.02 -0.03 -0.01 -0.01
C 5.233 -4.048 4.246 -0.03 0.04 -0.03 -0.07
C 4.818 -3.195 5.258 0.01 -0.01 0.01 -0.07
C 3.959 -2.145 4.965 -0.01 0.02 0.04 -0.10
C 3.547 -1.933 3.658 0.02 0.00 0.02 -0.44
S 2.501 -0.577 3.246 0.00 0.20 -0.08 1.01
N 1.705 -1.092 1.841 0.04 -0.17 0.34 -0.29
C 2.286 -1.986 1.076 0.04 0.06 0.01 -0.37
C 1.599 -2.448 -0.063 -0.08 0.06 -0.11 -0.11
C 1.829 -3.719 -0.789 -0.01 0.04 0.03 -0.12
C 0.871 -4.107 -2.764 0.02 -0.03 -0.01 -0.17
C -0.020 -3.145 -3.437 0.06 0.05 0.03 0.05
C -0.573 -2.208 -2.446 0.05 0.03 0.00 -0.14
N 0.432 -1.806 -0.524 0.15 0.00 -0.05 0.04
H 3.871 -3.180 0.646 0.00 0.02 0.00 0.13
H 5.121 -4.516 2.149 0.00 0.01 0.02 0.12
H 5.896 -4.873 4.469 -0.01 0.01 0.00 0.11
H 5.159 -3.345 6.273 -0.01 0.00 -0.02 0.11
H 3.631 -1.474 5.750 0.00 -0.03 -0.04 0.10
H 2.407 -4.468 -0.250 0.00 0.01 0.01 0.15
H 0.984 -5.062 -3.274 0.00 0.03 0.02 0.15
H -0.132 -3.045 -4.508 -0.02 -0.03 0.03 0.11
H -1.540 -1.779 -2.696 0.05 0.06 0.02 0.13
C 0.343 0.446 -6.597 -0.04 -0.02 0.03 -0.04
C -1.140 0.453 -6.335 0.08 0.02 0.02 -0.21
C -2.057 0.539 -7.376 0.00 0.01 -0.02 -0.04
C -3.422 0.561 -7.137 -0.01 0.00 0.00 -0.07
C -3.896 0.477 -5.837 0.00 0.01 -0.02 -0.07
C -3.002 0.366 -4.784 0.09 0.02 0.06 -0.03
C -1.631 0.370 -5.030 -0.06 0.01 -0.06 -0.19
N -0.691 0.221 -3.969 -0.02 -0.02 0.01 0.14
C -0.768 0.759 -2.707 -0.08 -0.03 0.03 -0.35
N -1.482 1.890 -2.635 -0.03 -0.02 -0.08 0.17
C -1.976 2.615 -1.513 0.02 -0.07 0.11 -0.21
C -1.521 2.332 -0.233 -0.04 0.18 0.17 -0.20
C -2.075 3.137 0.780 -0.03 0.01 -0.15 -0.19
C -2.998 4.138 0.531 -0.02 0.05 0.12 -0.09
C -3.426 4.360 -0.770 -0.01 0.00 -0.03 -0.05
C -2.934 3.598 -1.816 -0.01 -0.01 -0.08 -0.22
C -3.441 3.814 -3.220 0.03 -0.03 0.03 -0.04
N -0.158 0.200 -1.678 0.11 -0.06 -0.37 0.04
C 0.450 -1.088 -1.898 -0.04 -0.07 0.00 -0.30
C -0.447 -2.892 -1.079 0.04 -0.03 0.08 -0.14
C 0.424 -4.144 -1.278 0.01 0.05 -0.01 -0.10
C 2.277 -3.526 -2.289 -0.11 0.03 -0.01 -0.13
C 2.600 -2.128 -2.701 -0.02 -0.01 0.01 0.01
C 1.831 -1.040 -2.559 0.01 0.00 0.02 -0.18
C 2.342 0.278 -3.098 -0.06 0.00 -0.04 -0.03
H 0.549 0.572 -7.658 -0.01 -0.01 0.00 0.08
H 0.808 -0.496 -6.284 0.00 0.02 -0.02 0.08
H 0.841 1.254 -6.056 0.00 -0.01 0.00 0.08
H -1.688 0.602 -8.393 0.00 0.00 0.01 0.11
H -4.114 0.640 -7.966 0.00 0.00 0.01 0.11
H -4.958 0.485 -5.630 0.01 0.00 0.00 0.10
H -3.369 0.285 -3.768 0.02 0.03 -0.01 0.08
H 0.030 -0.461 -4.130 0.00 -0.01 0.03 0.10
H -1.828 2.206 -3.528 0.00 -0.01 0.01 0.11
H -1.800 2.958 1.821 0.02 0.05 0.01 0.05
H -3.399 4.737 1.342 0.01 -0.02 -0.02 0.10
H -4.162 5.128 -0.980 0.01 -0.01 0.01 0.11
H -4.157 4.633 -3.243 -0.01 0.00 0.00 0.08
H -3.953 2.924 -3.599 0.02 0.03 0.00 0.06
H -2.639 4.070 -3.921 -0.01 0.01 0.01 0.09
H -1.333 -3.063 -0.478 -0.02 0.01 0.01 0.13
H -0.008 -5.058 -0.881 0.00 0.00 0.00 0.15
H 3.097 -4.190 -2.554 0.01 -0.01 -0.01 0.14
H 3.565 -1.985 -3.178 -0.02 0.00 0.00 0.12
H 3.428 0.256 -3.186 0.00 0.01 0.02 0.09
H 2.048 1.117 -2.472 0.00 -0.01 -0.01 0.05
H 1.945 0.491 -4.093 0.01 -0.01 0.00 0.07
Cl -6.178 1.088 -2.607 -0.03 0.00 -0.02 0.66
C -5.088 0.528 -1.363 0.03 -0.06 0.01 -0.68
C -4.314 -0.596 -1.584 0.03 0.00 0.06 -0.14
C -3.388 -0.984 -0.625 -0.07 0.01 -0.03 -0.06
C -3.202 -0.282 0.575 -0.06 0.01 -0.16 -0.34
C -2.091 -0.565 1.501 -0.12 -0.29 -0.21 -0.25
C -4.093 0.781 0.798 -0.03 0.02 -0.02 -0.06
C -5.004 1.200 -0.154 0.01 0.01 0.06 -0.10
H -4.441 -1.173 -2.492 -0.01 -0.01 0.02 0.10
H -2.804 -1.873 -0.814 0.00 0.01 0.01 0.07
H -1.864 -1.640 1.542 -0.01 0.03 0.00 0.03
H -2.345 -0.229 2.500 0.02 0.08 0.13 -0.01
H -4.032 1.324 1.734 0.00 0.00 -0.01 0.11
H -5.642 2.055 0.033 0.01 -0.02 0.00 0.11
C -1.308 -1.013 4.858 -0.04 0.06 -0.04 -0.07
N -0.199 -0.367 5.538 0.02 -0.26 0.08 -0.20
C 0.597 -1.280 6.354 -0.01 0.05 0.01 -0.05
C 0.244 0.842 5.172 0.02 0.35 -0.07 -0.78
S -0.267 1.633 3.751 0.11 -0.25 0.17 0.69
N 1.110 1.452 6.023 0.10 0.10 0.04 -0.21
C 0.915 1.401 7.471 0.01 -0.06 0.00 -0.04
C 1.905 2.592 5.594 -0.04 -0.01 0.02 -0.09
H -1.738 -1.750 5.535 0.00 0.00 0.00 0.10
H -0.973 -1.510 3.946 0.01 -0.02 -0.06 0.08
H -2.064 -0.281 4.595 -0.01 0.02 0.00 0.07
H 0.733 -2.211 5.802 -0.02 -0.01 -0.03 0.10
H 0.099 -1.508 7.299 0.00 0.00 0.01 0.10
H 1.575 -0.858 6.557 -0.02 0.03 0.00 0.06
H 0.018 0.843 7.718 0.00 -0.02 -0.01 0.09
H 0.792 2.420 7.842 -0.01 0.01 -0.01 0.10
H 1.770 0.953 7.982 -0.01 -0.01 -0.01 0.09
H 2.208 2.471 4.559 0.01 -0.02 -0.04 0.05
H 2.794 2.642 6.225 -0.02 0.00 0.00 0.09
H 1.349 3.528 5.691 -0.01 0.01 -0.02 0.09
```
Forces are in eV/Å.

Multiplicity = 1
F_max = 0.39 eV Å⁻¹
E_tot = -100833.44553 eV
ΔE to the lowest compared entry with this formula, charge and spin = 102.0 kcal per mole
Total charge = +1


Entry from the OMol25 dataset: a molecular structure, C2H4NO2S3SbTl (wB97M-V/def2-TZVPD).

Geometry as XYZ:
```
14
Properties=species:S:1:pos:R:3:forces:R:3:nbo_charge:R:1
Tl -1.220 -1.394 -1.792 -0.13 0.05 0.05 0.72
N 1.632 -0.784 -0.561 -0.02 -0.02 0.04 -0.84
C 1.507 -0.600 0.883 0.09 -0.12 -0.22 -0.33
C 0.233 0.109 1.266 -0.13 0.13 0.12 0.79
O 0.048 0.521 2.390 -0.06 -0.04 -0.13 -0.61
O -0.648 0.224 0.283 0.22 -0.06 0.22 -0.86
H 2.456 -1.328 -0.779 0.01 -0.03 0.01 0.37
H 1.737 0.112 -1.023 0.00 0.03 -0.01 0.37
H 2.322 -0.049 1.357 0.06 0.01 0.00 0.21
H 1.463 -1.580 1.364 0.03 -0.01 0.01 0.23
S -2.001 2.674 -1.157 0.01 0.08 0.11 -0.18
Sb -2.479 1.055 0.779 -0.21 0.26 0.08 1.23
S -3.630 -0.536 -0.347 0.11 -0.20 -0.16 -0.88
S -1.420 1.576 -2.664 0.03 -0.10 -0.11 -0.20
```
Forces are in eV/Å.

Multiplicity = 2
F_max = 0.35 eV Å⁻¹
E_tot = -51462.73444 eV
Total charge = 0


Entry from the OMol25 dataset: a molecular structure, C16H26N2OsS7Si2Te in a non-equilibrium geometry (wB97M-V/def2-TZVPD).

Geometry as XYZ:
```
55
Properties=species:S:1:pos:R:3:forces:R:3:nbo_charge:R:1
Os 0.721 -0.357 -2.721 -0.45 0.81 0.86 0.56
S 3.159 -0.204 -2.721 -1.45 -0.23 -0.24 0.07
C 3.521 1.488 -2.949 0.21 -0.40 -0.07 -0.30
C 4.911 1.807 -3.139 1.61 0.57 -0.19 0.24
N 6.029 2.099 -3.296 -1.91 -0.60 0.30 -0.25
C 2.568 2.445 -2.949 -0.80 0.25 -0.17 -0.26
S 0.874 2.090 -2.721 0.52 -0.42 -0.75 -0.03
C 2.893 3.833 -3.139 0.72 1.65 -0.17 0.24
N 3.189 4.951 -3.295 -0.61 -1.93 0.29 -0.25
C -4.571 -2.714 -2.798 0.03 -0.28 0.46 -0.74
S -4.712 -1.553 -4.175 -0.03 -0.35 -0.19 0.30
C -4.460 -0.049 -3.324 0.60 -0.24 -0.04 -0.41
C -3.286 0.364 -2.787 0.15 1.53 0.31 -0.36
S -1.700 -0.357 -2.721 0.65 -1.37 -0.36 -0.06
S -3.348 1.945 -1.994 -0.51 -0.13 -0.15 0.47
C -5.029 2.290 -2.307 -0.65 1.08 0.35 -0.56
S -5.798 3.692 -1.816 0.72 -1.25 -0.44 -0.03
S -5.842 1.014 -3.182 0.72 0.15 0.38 0.51
H -4.895 -3.702 -3.137 0.00 0.23 -0.13 0.24
H -5.214 -2.411 -1.967 0.06 0.00 -0.19 0.22
H -3.541 -2.803 -2.446 -0.05 0.11 -0.10 0.22
C 2.820 2.788 0.307 0.01 -0.08 -0.11 -1.14
Si 2.350 1.877 1.868 0.15 0.83 -0.02 1.66
C 3.669 2.153 3.159 0.18 -0.17 0.20 -1.12
C 0.724 2.537 2.508 -0.26 -0.12 0.05 -1.13
C 2.218 0.043 1.524 0.75 -0.36 0.08 -1.13
Te 0.721 -0.357 0.035 -0.01 -0.13 1.27 0.67
C -0.773 -0.757 1.526 -0.74 0.27 0.10 -1.14
Si -0.907 -2.591 1.868 -0.08 -0.66 0.04 1.66
C -2.224 -2.867 3.161 -0.19 0.12 0.18 -1.12
C -1.382 -3.500 0.307 -0.02 0.02 -0.25 -1.13
C 0.719 -3.254 2.504 0.25 0.09 0.04 -1.13
H 2.913 3.872 0.527 -0.01 -0.55 -0.25 0.26
H 2.038 2.635 -0.464 0.49 0.21 0.43 0.24
H 3.790 2.402 -0.067 -0.46 0.32 0.05 0.24
H 3.758 3.239 3.370 0.04 -0.61 -0.03 0.25
H 4.640 1.768 2.783 -0.41 0.26 0.36 0.24
H 3.394 1.616 4.089 0.32 0.35 -0.37 0.24
H 0.825 3.621 2.720 -0.17 -0.59 -0.08 0.25
H 0.450 2.002 3.441 -0.03 0.39 -0.41 0.23
H -0.067 2.383 1.747 0.25 0.18 0.48 0.24
H 1.968 -0.498 2.458 -0.12 0.01 -0.69 0.26
H 3.190 -0.352 1.165 -0.55 0.14 0.09 0.26
H -1.745 -0.360 1.170 0.54 -0.12 0.08 0.26
H -0.521 -0.218 2.461 0.11 -0.01 -0.69 0.26
H -3.195 -2.480 2.788 0.41 -0.26 0.36 0.24
H -1.946 -2.332 4.092 -0.32 -0.35 -0.38 0.24
H -2.314 -3.953 3.371 -0.05 0.61 -0.02 0.25
H -2.352 -3.112 -0.065 0.47 -0.30 0.04 0.23
H -1.476 -4.583 0.525 0.01 0.55 -0.23 0.25
H -0.601 -3.347 -0.466 -0.49 -0.19 0.24 0.25
H 0.996 -2.721 3.437 0.02 -0.39 -0.42 0.24
H 1.509 -3.100 1.741 -0.26 -0.17 0.49 0.24
H 0.618 -4.338 2.714 0.17 0.58 -0.07 0.25
H 0.721 -2.082 -2.721 0.48 0.92 -0.32 -0.17
```
Forces are in eV/Å.

Multiplicity = 5
F_max = 2.05 eV Å⁻¹
E_tot = -121353.69474 eV
Total charge = 0


- Look up the F_max of the first one.
  0.39 eV Å⁻¹


- multiplicity of number 1 (C48H57ClN10S2Y)?
  1